(1)
{"formula": "C19H23ClNO6", "method": "ωB97M-V with the def2-TZVPD basis set", "species": ["C", "C", "O", "C", "C", "C", "C", "O", "O", "C", "C", "O", "H", "H", "H", "H", "H", "H", "H", "H", "H", "H", "H", "H", "C", "C", "O", "C", "C", "N", "C", "C", "C", "C", "C", "Cl", "C", "C", "O", "H", "H", "H", "H", "H", "H", "H", "H", "H", "H", "H"], "xyz": [[-5.9422, 0.8496, 2.8578], [-4.6964, -0.0141, 2.9470], [-3.5187, 0.7572, 2.9831], [-2.4277, -0.0463, 2.7925], [-1.1397, 0.6382, 2.6764], [-0.1187, 0.1063, 2.0165], [1.1283, 0.8590, 1.8620], [1.3593, 1.8107, 2.5836], [1.9601, 0.4511, 0.8584], [3.0832, 1.2975, 0.8076], [4.0227, 0.9475, -0.3327], [-2.4781, -1.2567, 2.6887], [-6.8529, 0.2643, 2.7058], [-6.0629, 1.4442, 3.7642], [-5.8527, 1.5521, 2.0285], [-4.6931, -0.6488, 3.8447], [-4.6068, -0.6877, 2.0809], [-1.0463, 1.6293, 3.0855], [-0.2178, -0.8610, 1.5519], [2.7040, 2.3268, 0.7186], [3.5696, 1.2227, 1.7918], [4.8925, 1.6098, -0.3798], [4.3763, -0.0793, -0.2287], [3.4970, 1.0073, -1.2874], [4.9177, -1.8892, 3.0596], [4.0012, -2.5460, 4.0831], [2.9603, -1.6929, 4.4919], [2.2905, -2.2258, 5.5707], [1.0456, -1.5763, 5.8868], [0.1740, -2.0833, 6.7206], [-1.1257, -1.8285, 6.6420], [-2.0559, -2.3642, 7.5462], [-3.4412, -2.2421, 7.3057], [-4.3450, -2.7102, 8.2141], [-3.9101, -3.3178, 9.3952], [-5.0582, -3.8199, 10.5634], [-2.5432, -3.4886, 9.6301], [-1.6322, -3.0323, 8.7164], [2.6562, -3.2245, 6.1751], [5.5125, -2.6214, 2.5084], [4.3321, -1.3113, 2.3444], [5.6083, -1.1879, 3.5302], [3.5155, -3.4506, 3.6919], [4.5387, -2.8428, 4.9922], [0.7830, -0.7059, 5.3102], [-1.4888, -1.3139, 5.7670], [-3.7621, -1.7829, 6.3862], [-5.4014, -2.6018, 8.0352], [-2.2277, -3.9586, 10.5463], [-0.5773, -3.1632, 8.8825]], "multiplicity": 1, "gap_ha": 0.15720, "e_lumo_ev": 1.88, "charge": -1}

(2)
{"formula": "C5H11N2", "method": "ωB97M-V with the def2-TZVPD basis set", "species": ["C", "C", "C", "C", "C", "N", "N", "H", "H", "H", "H", "H", "H", "H", "H", "H", "H", "H"], "xyz": [[-1.0603, -0.7314, 0.6721], [-1.0845, 0.5335, -0.0508], [0.4599, 0.3062, -0.2051], [1.3544, 1.5050, 0.2966], [0.8717, -0.1468, -1.5767], [0.3089, -0.8488, 0.6629], [-1.9572, -1.5163, 1.2313], [-1.5755, 0.3714, -0.9813], [-1.2722, 1.4518, 0.4357], [2.3095, 1.1747, 0.2473], [1.3165, 1.5518, 1.3149], [1.0613, 2.3986, -0.2553], [1.4917, -1.0807, -1.4505], [1.5579, 0.6525, -1.9485], [0.0365, -0.4663, -2.2006], [0.9302, -1.5069, 1.0455], [-2.9730, -1.2692, 1.0165], [-1.7759, -2.3792, 1.7460]], "multiplicity": 1, "relative_energy_kj_mol": 85.0, "gap_ha": 0.42044, "e_lumo_ev": -3.36, "charge": 1}

| no. | highest occupied orbital energy (hartree) | DFT total energy (eV) |
| --- | --- | --- |
| 1 | -0.0881 | -46373.8694 |
| 2 | -0.5438 | -8336.2380 |